One molecule with the formula C4Cl2 at a distorted geometry. Source: OMol25; level of theory: the ωB97M-V functional and the def2-TZVPD basis.

The geometry in XYZ format:
```
6
Properties=species:S:1:pos:R:3:nbo_charge:R:1
C -0.68121 -0.73339 0.00430 -0.101
Cl -3.10721 0.65542 0.00096 0.144
C 1.58306 0.07424 -0.00165 -0.043
C -1.57973 0.08103 -0.00527 -0.043
Cl 3.10512 0.65721 0.00058 0.145
C 0.67996 -0.73451 0.00108 -0.102
```

Output
ΔE to the lowest compared entry with this formula, charge and spin in kJ/mol: 86.60
SMILES: ClC#CC#CCl
Strongest force on any atom in eV/Å: 2.17
Net charge: 0
HOMO in Eh: -0.334
Kohn-Sham gap in eV: 9.03
Lowest unoccupied orbital energy in eV: -0.066